Density functional theory data (ωB97M-V/def2-TZVPD) for a molecular structure, C3H5N3O in a non-equilibrium geometry.

DFT total energy	-9708.70678	eV
relative energy (zero: lowest compared OMol25 entry of this formula, charge and spin)	43.29	kcal per mole
M	99.1	u

```
! wB97M-V def2-TZVPD RIJCOSX def2/J DEFGRID3
* xyz 0 1
N -1.89353 -0.53643 0.84325
C -0.61820 -0.07862 0.65038
N 0.44379 -0.84263 0.62181
C 1.24617 -0.14251 -0.20002
O 2.45398 -0.61167 -0.52603
C 0.63428 0.97869 -0.69160
N -0.51602 1.12444 0.05545
H -1.85685 -1.54712 1.02785
H -2.14549 -0.38953 -0.29308
H 2.53987 -1.48723 -0.11964
H 0.99832 1.76740 -1.30130
H -1.28631 1.76522 -0.06707
*
```



Density functional theory data (ωB97M-V/def2-TZVPD) for 6 unconnected molecules or ions with the total composition C44H50N6O11 in a non-equilibrium geometry.

SMILES	C=CC[C@@H]1C[C@H](CCCCCCC)C(=O)N1.O=[N+]([O-])c1ccccc1.O=[N+]([O-])c1ccccc1.O=[N+]([O-])c1ccccc1.O=[N+]([O-])c1ccccc1.O=[N+]([O-])c1ccccc1
DFT total energy	-77888.41568	eV
relative energy (zero: lowest compared OMol25 entry of this formula, charge and spin)	0.00	kcal per mole
M	838.9	u

```
! wB97M-V def2-TZVPD RIJCOSX def2/J DEFGRID3
* xyz 0 1
C 6.34992 -4.22257 1.19135
C 7.57513 -3.89104 0.79630
C 8.31476 -2.66767 1.24997
C 8.27502 -1.41553 0.31570
C 7.75242 -0.16041 1.04924
C 6.90962 0.60722 0.02509
C 5.69847 1.39477 0.61078
C 4.26922 1.05104 0.16250
C 3.56648 -0.06145 0.96321
C 3.41811 -1.40699 0.21905
C 1.96427 -1.88876 0.14372
C 1.62472 -2.81504 -1.03332
C 2.75314 -3.74013 -1.51579
C 6.65670 -0.39635 -1.08256
O 5.96285 -0.23491 -2.06056
N 7.42808 -1.55041 -0.87386
H 5.86788 -5.12416 0.83572
H 5.80590 -3.60970 1.90116
H 8.10067 -4.55714 0.11666
H 9.36895 -2.94010 1.35251
H 7.95043 -2.39227 2.24221
H 9.31230 -1.24118 0.01877
H 8.59928 0.45333 1.35831
H 7.16002 -0.41755 1.92754
H 7.56497 1.33911 -0.45836
H 5.75457 1.29259 1.69929
H 5.86193 2.45570 0.40873
H 3.68491 1.97164 0.25019
H 4.26005 0.78878 -0.89293
H 4.09211 -0.21123 1.91265
H 2.56496 0.28745 1.23765
H 3.82704 -1.31051 -0.79060
H 4.02426 -2.16253 0.71876
H 1.69589 -2.39099 1.07698
H 1.32332 -1.00373 0.07136
H 1.30471 -2.19689 -1.87878
H 0.75642 -3.42385 -0.76486
H 2.35967 -4.71632 -1.81001
H 3.50400 -3.90958 -0.74478
H 3.27038 -3.33214 -2.38594
H 7.94901 -1.71479 -1.72624
O -1.58648 -2.71276 0.83551
N -1.81290 -3.87832 1.07097
O -1.25608 -4.53322 1.93097
C -2.83322 -4.55668 0.25117
C -3.45188 -3.84208 -0.75710
C -4.40326 -4.48541 -1.53203
C -4.71707 -5.81612 -1.28837
C -4.08208 -6.51082 -0.26723
C -3.12744 -5.88081 0.51483
H -3.18972 -2.80905 -0.92733
H -4.89786 -3.94612 -2.32793
H -5.45873 -6.31430 -1.89818
H -4.32825 -7.54651 -0.07860
H -2.61906 -6.40020 1.31261
O 4.90064 0.15532 5.47387
N 4.71477 -1.03086 5.65598
O 5.44632 -1.74712 6.30857
C 3.52836 -1.64362 5.03373
C 2.69766 -0.85170 4.26259
C 1.59621 -1.43807 3.66088
C 1.34240 -2.79214 3.83883
C 2.18754 -3.56376 4.62767
C 3.29497 -2.99196 5.23347
H 2.91435 0.19788 4.13311
H 0.93835 -0.84538 3.04459
H 0.48806 -3.24522 3.35333
H 1.98829 -4.61774 4.76651
H 3.96808 -3.57387 5.84434
O -0.79016 0.06495 1.66536
N -0.71317 1.15667 2.19330
O -0.50558 1.33569 3.37797
C -0.85057 2.33824 1.32960
C -1.08880 2.14198 -0.01805
C -1.22838 3.25597 -0.82888
C -1.12743 4.53080 -0.28694
C -0.88067 4.69956 1.06962
C -0.73958 3.59443 1.89446
H -1.16350 1.14050 -0.41441
H -1.42511 3.13164 -1.88463
H -1.24945 5.39485 -0.92683
H -0.80227 5.69311 1.48873
H -0.55002 3.69847 2.95206
O -4.41862 6.68526 -1.32119
N -4.51599 5.50808 -1.59611
O -3.80299 4.92604 -2.38818
C -5.56365 4.72703 -0.91662
C -6.42747 5.38009 -0.05765
C -7.41970 4.64002 0.56466
C -7.53143 3.27701 0.32159
C -6.64628 2.64340 -0.54086
C -5.64614 3.37044 -1.16611
H -6.32340 6.44050 0.11406
H -8.10808 5.13058 1.23868
H -8.31150 2.70590 0.80673
H -6.73269 1.58227 -0.72965
H -4.95022 2.89505 -1.84097
O -8.52558 1.08875 -4.24044
N -7.50262 1.66392 -4.54677
O -6.39883 1.15911 -4.53989
C -7.60553 3.07943 -4.94681
C -8.84423 3.69174 -4.90986
C -8.92627 5.03119 -5.25459
C -7.78280 5.73000 -5.62035
C -6.55017 5.09104 -5.65035
C -6.45578 3.74895 -5.31930
H -9.71773 3.13088 -4.61467
H -9.88484 5.53066 -5.23108
H -7.85214 6.77800 -5.87914
H -5.65917 5.63633 -5.92852
H -5.50600 3.23635 -5.33151
*
```



Density functional theory data (ωB97M-V/def2-TZVPD) for a molecular structure, C10H31AsF6O5 in a non-equilibrium geometry.

DFT total energy	-98254.83470	eV
relative energy (zero: lowest compared OMol25 entry of this formula, charge and spin)	56.44	kcal per mole
M	420.3	u

```
! wB97M-V def2-TZVPD RIJCOSX def2/J DEFGRID3
* xyz 0 1
O 0.99325 -0.14563 -0.52601
H 0.03810 -0.09759 -0.44249
H 1.32337 -0.94779 -0.93729
H 1.36141 0.13659 0.31447
As -0.32770 -3.30728 2.27062
F 0.26452 -2.23426 3.61423
F 1.35589 -3.74687 1.89935
F -0.86038 -4.22271 0.79086
F -2.07100 -2.91277 2.57543
F -0.28688 -1.76335 1.31333
F -0.39905 -4.70333 3.42289
C -2.98165 -0.60056 -3.98334
C -1.62283 -0.65280 -3.38245
C -0.46490 0.07761 -4.03870
O -1.62722 -0.00929 -2.12368
H -3.74193 -0.99698 -3.31035
H -2.78892 -1.30982 -4.78826
H -3.36899 0.30290 -4.45433
H -1.41600 -1.70765 -3.20187
H -0.50512 0.03041 -5.12694
H 0.53684 -0.22880 -3.73750
H -0.53468 1.15769 -3.90970
H -2.02064 -0.62176 -1.49782
C 2.46956 2.22972 3.40129
C 2.38711 1.68675 1.90040
C 3.67347 1.67170 1.06888
O 1.85058 0.29920 2.06074
H 3.05370 3.14650 3.48131
H 2.92454 1.46951 4.03625
H 1.44999 2.37374 3.75885
H 1.66899 2.29824 1.35406
H 3.42280 1.49106 0.02359
H 4.27396 0.80914 1.35783
H 4.22832 2.60036 1.20246
H 1.31176 0.21366 2.85065
C -1.44270 3.14148 2.06265
C -1.75073 1.77507 1.50198
C -3.20760 1.66988 1.09448
O -1.00519 1.46112 0.35000
H -0.46339 3.07230 2.53621
H -2.20076 3.39994 2.80200
H -1.23470 3.83432 1.24729
H -1.51674 0.98695 2.21768
H -3.38099 2.42644 0.32919
H -3.82945 1.53239 1.97907
H -3.39024 0.71933 0.59329
H -1.60239 1.77631 -0.33236
C 1.97032 -2.87557 -2.61769
O 1.53981 -2.59498 -1.32875
H 3.05084 -2.99950 -2.54555
H 1.66989 -3.77059 -3.16247
H 1.79320 -1.92954 -3.12933
H 1.43036 -3.41075 -0.83464
*
```



Density functional theory data (ωB97M-V/def2-TZVPD) for a molecular structure, C35H39N3O5SSbSn in a non-equilibrium geometry.

DFT total energy	-74826.75854	eV
relative energy (zero: lowest compared OMol25 entry of this formula, charge and spin)	90.14	kcal per mole
M	854.3	u

```
! wB97M-V def2-TZVPD RIJCOSX def2/J DEFGRID3
* xyz 1 1
Sn 1.00213 -14.92415 9.92034
C 4.69346 -22.25832 14.40463
C 3.58167 -21.65556 13.63980
C 2.22277 -21.68472 14.09702
C 1.25105 -20.96473 13.34306
C -0.18497 -20.84198 13.91418
C 1.66218 -20.38266 12.09296
C 2.98866 -20.45237 11.65000
C 3.25881 -19.99981 10.28324
C 3.98097 -21.04711 12.47622
H 5.13085 -21.56146 15.14149
H 5.56689 -22.33475 13.70557
H 4.51281 -23.21832 14.88148
H 1.96015 -22.16537 15.07421
H -0.47341 -19.85096 13.56686
H -0.11999 -20.83149 15.02122
H -0.85930 -21.77193 13.71123
H 0.94108 -19.83338 11.43328
H 2.40201 -20.19577 9.61574
H 4.23165 -20.41623 10.00043
H 3.26770 -18.88816 10.29575
H 5.02563 -20.94760 12.23316
C 2.07582 -11.25083 6.83616
O 0.81052 -11.99205 6.70511
C 0.57217 -12.98826 7.49368
O 1.49831 -13.34121 8.29977
N -0.66819 -13.56060 7.40723
N -0.85226 -14.74942 8.19256
H 2.37925 -11.24545 7.93185
H 1.82967 -10.27750 6.44003
H 2.77002 -11.77318 6.06817
H -1.10765 -13.53529 6.51844
H -0.81845 -15.56491 7.57625
H -1.86175 -14.60563 8.60915
C 1.20882 -13.81867 16.58733
C 0.87867 -12.64796 15.97278
C 0.33120 -12.53587 14.65807
C 0.22625 -13.66757 13.89241
C 0.53481 -14.89002 14.43858
C 0.99968 -15.02430 15.77943
Sb -0.60465 -13.57959 11.89214
C -2.54188 -14.61840 12.14140
C -2.94385 -15.79878 11.40775
C -4.20162 -16.29187 11.55504
C -5.10915 -15.57015 12.35047
C -4.68499 -14.54481 13.17544
C -3.41821 -14.06244 13.03510
C -1.32573 -11.41810 11.59111
C -0.24607 -10.40821 11.48686
C -0.53753 -9.12867 11.85279
C -1.84407 -8.76076 12.18046
C -2.89382 -9.64748 12.15022
C -2.64308 -10.93176 11.68897
H 1.66665 -13.88194 17.55387
H 1.07002 -11.69176 16.41030
H -0.01421 -11.56834 14.35088
H 0.47748 -15.89285 13.98844
H 1.13644 -15.97032 16.24603
H -2.20024 -16.33059 10.77687
H -4.47933 -17.16673 11.02933
H -6.20187 -15.88530 12.34877
H -5.42150 -14.06450 13.85608
H -3.10752 -13.19505 13.63013
H 0.80093 -10.69135 11.32243
H 0.23897 -8.31229 11.89783
H -2.06016 -7.69141 12.43293
H -3.96874 -9.33185 12.13453
H -3.38962 -11.70020 11.37520
N 3.19579 -14.81645 11.28313
C 4.22741 -15.79621 11.69735
C 3.73389 -16.79430 12.52848
C 4.62879 -17.80805 13.03507
C 6.04413 -17.71233 12.61752
C 6.42539 -16.76702 11.66255
C 5.51169 -15.82806 11.22673
S 7.20078 -19.02881 13.14017
O 7.30944 -19.84664 11.90713
O 6.54509 -19.89332 14.09241
O 8.40264 -18.37281 13.63779
H 2.89332 -14.25482 12.08612
H 3.63525 -14.16241 10.70187
H 2.68368 -16.73537 12.78916
H 4.26083 -18.61333 13.67511
H 7.45041 -16.67518 11.31328
H 5.93556 -15.01571 10.62217
*
```



Please write out number 1 again, unchanged.
Density functional theory data (ωB97M-V/def2-TZVPD) for a molecular structure, C3H5N3O in a non-equilibrium geometry.

DFT total energy	-9708.70678	eV
relative energy (zero: lowest compared OMol25 entry of this formula, charge and spin)	43.29	kcal per mole
M	99.1	u

```
! wB97M-V def2-TZVPD RIJCOSX def2/J DEFGRID3
* xyz 0 1
N -1.89353 -0.53643 0.84325
C -0.61820 -0.07862 0.65038
N 0.44379 -0.84263 0.62181
C 1.24617 -0.14251 -0.20002
O 2.45398 -0.61167 -0.52603
C 0.63428 0.97869 -0.69160
N -0.51602 1.12444 0.05545
H -1.85685 -1.54712 1.02785
H -2.14549 -0.38953 -0.29308
H 2.53987 -1.48723 -0.11964
H 0.99832 1.76740 -1.30130
H -1.28631 1.76522 -0.06707
*
```



Q: The lowest DFT total energy belongs to which entry?
A: C10H31AsF6O5